Molecular formula: C17H55O17PS
Method: DFT, the ωB97M-V functional and the def2-TZVPD basis

## Properties
* total energy: -73449.1452 eV
* strongest force on any atom: 1.98 eV Å⁻¹
* HOMO-LUMO gap: 10.1897 eV

Last column: Mulliken charge in e.
Geometry (Å):
C: -0.160 2.641 1.349  -0.485
C: 1.002 3.003 0.395  0.188
C: 1.826 4.118 1.044  -1.171
C: 2.953 4.709 0.206  1.010
C: 3.538 5.944 0.911  -1.921
C: 4.146 3.837 -0.156  -1.136
O: 3.958 2.573 -0.851  -0.433
S: 5.440 2.193 -1.324  1.202
O: 5.587 0.787 -1.400  -0.472
O: 5.845 2.955 -2.457  -0.647
O: 6.220 2.866 -0.064  -0.506
C: 5.216 3.469 0.842  0.561
P: 4.971 2.137 2.081  0.764
O: 3.905 2.413 3.056  -0.723
O: 4.824 0.738 1.372  -0.521
O: 6.381 2.041 2.817  -0.543
H: -0.134 3.247 2.256  0.153
H: -1.134 2.793 0.896  0.041
H: -0.039 1.606 1.662  0.076
H: 0.542 3.452 -0.487  0.014
H: 1.600 2.134 0.135  0.197
H: 1.115 4.937 1.189  0.403
H: 2.152 3.826 2.043  0.210
H: 2.501 5.030 -0.736  0.502
H: 3.793 5.673 1.936  0.380
H: 2.846 6.777 0.886  0.443
H: 4.473 6.235 0.427  0.493
H: 4.695 4.463 -0.869  0.552
H: 5.704 4.309 1.326  0.710
H: 3.939 0.648 0.992  0.337
H: 6.273 2.600 3.595  0.373
C: -4.434 1.201 1.017  -0.647
O: -3.585 2.264 0.571  -0.480
H: -4.946 1.540 1.914  0.254
H: -5.177 0.958 0.250  0.282
H: -3.858 0.314 1.249  0.276
H: -3.132 1.959 -0.221  0.236
C: -5.327 -2.406 2.673  -0.575
O: -4.333 -1.763 1.877  -0.406
H: -6.152 -1.712 2.816  0.244
H: -5.697 -3.305 2.174  0.212
H: -4.914 -2.674 3.649  0.280
H: -3.615 -2.391 1.762  0.250
C: 1.064 -1.281 2.808  -0.576
O: 1.497 0.078 2.896  -0.384
H: 0.155 -1.305 2.212  0.222
H: 1.819 -1.902 2.325  0.239
H: 0.849 -1.685 3.801  0.294
H: 2.300 0.094 3.425  0.218
C: -4.992 -4.019 -0.966  -0.433
O: -5.030 -5.137 -0.080  -0.529
H: -4.154 -3.388 -0.678  0.211
H: -4.854 -4.353 -1.995  0.189
H: -5.916 -3.441 -0.885  0.248
H: -5.773 -5.685 -0.345  0.293
C: 4.336 -2.498 -1.760  -0.465
O: 3.019 -2.695 -2.271  -0.503
H: 4.698 -3.460 -1.406  0.288
H: 5.008 -2.130 -2.538  0.323
H: 4.330 -1.791 -0.928  0.095
H: 2.698 -1.846 -2.584  0.286
C: 2.363 -4.627 0.392  -0.480
O: 1.771 -4.287 1.646  -0.507
H: 1.945 -3.965 -0.362  0.160
H: 3.447 -4.488 0.419  0.215
H: 2.139 -5.661 0.118  0.330
H: 2.141 -4.870 2.313  0.280
C: -5.069 -6.700 -4.400  -0.552
O: -6.125 -6.174 -3.592  -0.520
H: -4.463 -5.870 -4.745  0.198
H: -4.439 -7.375 -3.819  0.254
H: -5.471 -7.232 -5.266  0.338
H: -6.657 -6.913 -3.288  0.287
C: -1.711 5.935 3.695  -0.643
O: -1.164 4.632 3.531  -0.401
H: -1.308 6.559 2.900  0.222
H: -2.801 5.918 3.612  0.265
H: -1.430 6.367 4.659  0.283
H: -1.517 4.073 4.229  0.232
C: -2.322 4.491 -1.566  -0.448
O: -1.606 3.392 -2.135  -0.508
H: -1.693 4.937 -0.800  0.133
H: -2.545 5.239 -2.331  0.330
H: -3.250 4.143 -1.109  0.243
H: -2.162 2.998 -2.812  0.288
C: -1.210 -6.933 -6.188  -0.525
O: -2.058 -6.964 -5.043  -0.444
H: -1.649 -6.239 -6.900  0.206
H: -0.208 -6.585 -5.927  0.247
H: -1.139 -7.920 -6.653  0.256
H: -1.672 -7.575 -4.411  0.268